[1]
This record from OMol25 describes C3H2ClNOS2 in the gas phase. The level of theory is ωB97M-V/def2-TZVPD.

Computed properties:
- SMILES: O/C(=N\Cl)[C@@H]1SC1=S
- Net charge: 0
- Lowest unoccupied orbital energy: -1.306 eV
- E_HOMO: -9.628 eV
- Orbital gap: 0.306 Ha

Last column: Löwdin charge in e.
Cartesian coordinates (Å):
Cl -0.50354 -2.76246 2.45735  0.55
S 2.19062 1.19345 1.41235  0.94
S -0.08741 2.81190 -0.15985  0.70
O -1.19557 -0.31419 1.11751  0.08
N 0.52481 -1.75915 1.43132  -0.31
C 0.94007 1.61586 0.25348  -1.13
C 0.05884 -0.67481 1.02564  -0.60
C 1.12332 0.20087 0.29513  -0.49
H 1.75940 -0.36082 -0.53137  0.17
H -1.28793 0.53922 0.65524  0.08

=====

[2]
This record from OMol25 describes C3H2ClNOS2 in the gas phase. The level of theory is ωB97M-V/def2-TZVPD.

Computed properties:
- SMILES: O/C(=N\Cl)[C@@H]1SC1=S
- Net charge: 0
- Lowest unoccupied orbital energy: -0.998 eV
- E_HOMO: -9.398 eV
- Orbital gap: 0.309 Ha

Last column: Löwdin charge in e.
Cartesian coordinates (Å):
Cl -0.86909 -1.82567 2.67405  0.59
S 1.15724 -0.18152 -1.90785  0.98
S 0.29443 2.68538 -1.09841  0.72
O 0.84299 -0.06046 1.27040  0.08
N -1.02484 -1.35208 1.01763  -0.33
C -0.46323 -0.06401 -0.88106  -0.33
C 0.30798 1.08401 -1.23673  -1.29
C -0.20708 -0.50922 0.55933  -0.55
H -1.31130 -0.44122 -1.37976  0.11
H 1.27290 0.66479 0.98241  0.03

=====

[3]
This record from OMol25 describes a gas-phase ion, C3H2ClO3 (charge -1). The level of theory is ωB97M-V/def2-TZVPD.

Computed properties:
- Net charge: -1
- Lowest unoccupied orbital energy (spin up / spin down): 3.540 / 3.540 eV
- E_HOMO (spin up / spin down): -3.391 / -3.392 eV
- Orbital gap (spin up / spin down): 0.255 / 0.255 Ha

Last column: Löwdin charge in e.
Cartesian coordinates (Å):
Cl -1.49261 0.33639 -1.54492  0.55
O -0.95433 -1.30577 2.03821  -0.01
O -1.74958 -2.33759 0.17052  0.00
O 0.55675 0.31497 0.03614  -0.19
C -0.59808 -0.20622 -0.07444  -0.50
C 1.54003 1.43637 -0.24427  -0.05
C -1.19844 -1.50812 0.85073  -0.73
H 1.30913 2.05096 -1.07951  -0.05
H 2.58712 1.21900 -0.15246  -0.03

=====

[4]
This record from OMol25 describes a molecular structure, C3H2CsO2. The level of theory is ωB97M-V/def2-TZVPD.

Computed properties:
- Net charge: +1
- Lowest unoccupied orbital energy: -3.853 eV
- E_HOMO: -12.999 eV
- Orbital gap: 0.336 Ha

Last column: Löwdin charge in e.
Cartesian coordinates (Å):
Cs 4.81152 -0.47525 -1.01527  0.98
O -1.63154 0.93366 -0.50108  -0.01
O 1.12714 -0.00608 -0.27491  0.00
C -1.08877 0.21090 0.63300  -0.23
C -1.23587 1.70404 0.52041  0.18
C 0.01975 -0.49694 -0.15577  -0.19
H -1.79901 -0.33505 1.25550  0.13
H -0.20321 -1.53527 -0.46187  0.14

=====

Let's list energy relative to the best compared isomer or geometry (same formula, charge and spin) in order: 67.2; 66.8; 71.5; 0.0 kcal per mole.
Let's list E in order: -40871.0916; -40871.1059; -21805.9184; -7776.2278 eV.